# C7H12

2 unconnected molecules or ions with the total composition C7H12 (wB97M-V/def2-TZVPD, the Open Molecules 2025 dataset).

The relative energy (zero: lowest compared OMol25 entry of this formula, charge and spin) is 5.1254 eV. The calculation puts the energy at -273.72020 Eh. The value obtained for the HOMO-LUMO gap is 8.992 eV. For the maximum force, the calculation gives 0.2 eV/Å. The spin multiplicity is 1. The HOMO energy is -8.0 eV.

Geometry as XYZ:
```
19
Properties=species:S:1:pos:R:3:forces:R:3
C 2.796761 0.175582 1.842723 0.01 -0.01 0.03
C 0.769280 0.327420 -0.344877 -0.15 -0.06 0.05
C 0.144999 -1.015856 -0.267659 0.07 -0.20 -0.06
C -0.964817 0.001747 -0.625271 -0.11 0.00 -0.09
C -1.581900 0.258412 -1.963079 0.02 0.05 -0.16
C -2.426541 -0.276031 -0.849693 -0.19 -0.06 0.05
C -0.338376 1.028157 0.349294 -0.02 0.21 0.06
H 3.715205 -0.415427 1.860336 -0.11 0.08 0.04
H 1.987631 -0.389561 2.314940 0.14 0.09 -0.08
H 2.947780 1.114795 2.380020 0.00 -0.14 -0.05
H 2.537840 0.396401 0.801205 0.13 -0.02 0.19
H 0.469918 -1.765381 -0.992255 -0.06 0.13 0.11
H -0.113616 -1.456347 0.704715 0.05 0.13 -0.10
H -1.302360 -0.413396 -2.769875 -0.05 0.10 0.14
H -1.706635 1.297197 -2.256066 0.01 -0.17 0.06
H -2.726207 -1.319747 -0.874523 0.06 0.17 0.00
H -3.130680 0.391427 -0.361492 0.12 -0.10 -0.08
H -0.633378 0.737105 1.366461 0.09 -0.02 -0.14
H -0.443603 2.100772 0.173941 0.01 -0.18 0.02
```
Forces are in eV/Å.